No. 1
Formula: C4H14N2O2
Source: OMol25
Level of theory: ωB97M-V/def2-TZVPD

ORCA input file:
```
! wB97M-V def2-TZVPD RIJCOSX def2/J DEFGRID3
* xyz 0 1
N 1.4233 -1.5493 -1.7325
C 1.5134 -0.5224 -0.7430
C 0.7811 -0.8117 0.6053
C -0.0419 0.2960 1.2841
N -1.3929 0.3792 0.7374
C 0.6151 1.6762 1.1605
O -0.1975 2.6812 1.7841
H 0.6124 -1.5978 -2.3218
H 1.7941 -2.4360 -1.4407
H 1.2276 0.4355 -1.1818
H 2.5728 -0.3887 -0.5065
H 1.5360 -1.1665 1.3116
H 0.1207 -1.6654 0.4216
H -0.0792 0.0754 2.3569
H -2.1320 0.2969 1.4226
H -1.4841 -0.3174 0.0151
H 1.5890 1.7750 1.6389
H 0.6902 1.9384 0.1037
H -1.0670 2.6031 1.3708
O -2.0306 -1.6426 -2.5434
H -1.9734 -0.8642 -1.9651
H -2.6993 -2.1871 -2.1018
*
```

Values from the calculation:
Molecular weight ... 122.2 g mol⁻¹
Highest occupied orbital energy ... -8.8 eV
E_LUMO ... 0.021 Eh
Structure (SMILES) ... NCC[C@H](N)CO.O
Maximum force ... 1.00 eV Å⁻¹
Gap between HOMO and LUMO ... 9.41 eV
Electronic energy ... -11449.6213 eV
Relative energy (zero: lowest compared OMol25 entry of this formula, charge and spin) ... 103.1 kJ/mol



No. 2
Formula: C3H2N2O
Source: OMol25
Level of theory: ωB97M-V/def2-TZVPD

ORCA input file:
```
! wB97M-V def2-TZVPD RIJCOSX def2/J DEFGRID3
* xyz 0 1
C -1.7779 -0.0443 -0.0005
C 1.7977 0.3713 -0.2332
C -0.5244 -0.6418 -0.1104
N -2.7434 0.6019 -0.1117
N 0.5083 0.2204 0.1753
O 2.9072 0.1190 -0.0337
H -0.5325 -1.7374 -0.3098
H 0.3651 1.1109 0.6240
*
```

Values from the calculation:
Molecular weight ... 82.1 g mol⁻¹
Highest occupied orbital energy (alpha / beta) ... -8.3 / -8.0 eV
E_LUMO (alpha / beta) ... -0.017 / -0.033 Eh
Maximum force ... 2.09 eV Å⁻¹
Gap between HOMO and LUMO (alpha / beta) ... 7.83 / 7.09 eV
Electronic energy ... -8166.9187 eV
Relative energy (zero: lowest compared OMol25 entry of this formula, charge and spin) ... 269.6 kJ/mol



No. 3
Formula: C2HCl3O3
Source: OMol25
Level of theory: ωB97M-V/def2-TZVPD

ORCA input file:
```
! wB97M-V def2-TZVPD RIJCOSX def2/J DEFGRID3
* xyz 0 1
O 1.6338 0.3213 -0.0238
C 0.4776 -0.1924 0.1643
Cl 0.3111 -2.1192 -0.5232
O -0.0331 -0.3236 1.4257
O -1.3229 0.0789 0.9980
C -0.8260 0.4126 -0.3457
Cl -0.8180 2.1348 -0.5400
Cl -1.8663 -0.3083 -1.7055
H 2.4438 -0.0041 0.5502
*
```

Values from the calculation:
Molecular weight ... 179.4 g mol⁻¹
Highest occupied orbital energy ... -10.6 eV
E_LUMO ... 0.000 Eh
Structure (SMILES) ... O[C@@]1(Cl)OOC1(Cl)Cl
Maximum force ... 3.96 eV Å⁻¹
Gap between HOMO and LUMO ... 10.55 eV
Electronic energy ... -45795.4156 eV
Relative energy (zero: lowest compared OMol25 entry of this formula, charge and spin) ... 398.3 kJ/mol



No. 4
Formula: C23H52O3P4ReSe
Source: OMol25
Level of theory: ωB97M-V/def2-TZVPD

ORCA input file:
```
! wB97M-V def2-TZVPD RIJCOSX def2/J DEFGRID3
* xyz 4 4
Re -0.1134 0.2199 -0.1901
P -1.4984 -1.4948 0.1243
P 1.4981 -0.3055 1.4672
P 1.0461 -0.8942 -1.8368
H -3.4911 3.1522 -4.9545
C -3.4971 2.0574 -5.1540
C -3.2468 1.0576 -4.2839
H -2.8223 1.1748 -3.2905
C -3.1033 -1.3439 1.0078
C -0.9412 -2.9435 1.1276
C -2.1435 -2.4076 -1.3391
C 2.7982 0.9874 1.6717
C 0.8319 -0.3952 3.1864
C 2.5525 -1.8173 1.3428
C 0.3338 -0.6988 -3.5099
C 1.4253 -2.7010 -1.7390
C 2.7524 -0.2447 -2.0769
H -3.7615 1.8322 -6.2006
H -3.5533 0.0387 -4.5744
H -3.7408 -0.5808 0.5434
H -2.9738 -1.1375 2.0793
H -3.5635 -2.3330 0.8774
H -0.6269 -2.6337 2.1324
H -0.1468 -3.5122 0.6294
H -1.8325 -3.5812 1.2162
H -2.4601 -1.7090 -2.1236
H -3.0270 -2.9450 -0.9659
H -1.4236 -3.1406 -1.7247
H 3.6057 0.5506 2.2770
H 2.3475 1.8419 2.1946
H 3.1783 1.3017 0.6903
H 1.5327 -1.0018 3.7790
H -0.1709 -0.8460 3.2044
H 0.7821 0.6261 3.5945
H 3.1676 -1.8717 2.2537
H 3.2225 -1.7581 0.4728
H 1.9377 -2.7260 1.2809
H 0.9707 -1.2059 -4.2465
H 0.2771 0.3673 -3.7598
H -0.6770 -1.1181 -3.5589
H 1.9965 -2.9948 -2.6345
H 0.5194 -3.3176 -1.6917
H 2.0390 -2.9345 -0.8595
H 3.2368 -0.8188 -2.8816
H 3.3508 -0.3329 -1.1596
H 2.7055 0.8160 -2.3601
C 0.6768 2.8120 -2.7923
C -0.5709 2.7545 -3.4676
C -0.5034 2.8158 -4.8581
C 0.6293 3.2102 -5.5402
C 1.8537 3.3697 -4.8528
C 1.8738 3.1240 -3.4675
Se 0.9494 2.7519 -0.9151
H -0.4188 1.6899 -1.2433
H -1.5201 2.7146 -2.9430
H -1.4162 2.5956 -5.4152
H 0.5168 3.4421 -6.6088
H 2.7379 3.7129 -5.3885
H 2.7680 3.2732 -2.8743
C -3.6610 0.9476 4.4623
C -3.3804 1.5974 3.1202
O -2.0239 1.1235 2.6721
P -1.2415 1.6932 1.3804
O -0.1385 2.7361 2.0080
C -0.2856 3.8381 2.9449
C -0.4398 3.3926 4.3661
O -2.4146 2.6646 0.7954
C -2.2729 3.8432 -0.0516
C -3.6974 4.1361 -0.5109
H -3.5310 -0.1475 4.4049
H -4.6847 1.1799 4.8469
H -2.9848 1.3459 5.2240
H -4.1077 1.2991 2.3245
H -3.3946 2.7083 3.2227
H -1.1238 4.4585 2.6307
H 0.6352 4.4066 2.8403
H 0.3128 2.6540 4.6479
H -0.3145 4.2374 5.0505
H -1.4368 3.0015 4.5814
H -1.8343 4.6471 0.5603
H -1.5647 3.6240 -0.8712
H -4.3181 4.4280 0.3536
H -3.7432 4.9376 -1.2593
H -4.1504 3.2428 -0.9664
*
```

Values from the calculation:
Molecular weight ... 765.7 g mol⁻¹
Highest occupied orbital energy (alpha / beta) ... -19.6 / -19.6 eV
E_LUMO (alpha / beta) ... -0.554 / -0.578 Eh
Maximum force ... 5.78 eV Å⁻¹
Gap between HOMO and LUMO (alpha / beta) ... 4.55 / 3.90 eV
Electronic energy ... -135425.7923 eV
<S²> ... 3.804



No. 5
Formula: C45H95BeFN5O5
Source: OMol25
Level of theory: ωB97M-V/def2-TZVPD

ORCA input file:
```
! wB97M-V def2-TZVPD RIJCOSX def2/J DEFGRID3
* xyz 1 1
Be 1.1896 -0.3117 1.4889
F -0.3353 -0.0658 -0.2640
C -4.1292 -0.4071 2.4297
C -3.2138 0.6951 2.9183
C -3.9436 1.5260 4.0116
C -4.0228 0.9433 5.4584
C -2.6032 0.6669 5.9036
C -1.8275 -0.2658 4.8888
N -1.9566 0.2345 3.4856
O -1.1272 -0.5201 2.6401
C -0.4208 -0.1553 5.4570
C -2.3491 -1.7062 5.0148
C -3.0131 1.5880 1.6598
H -3.6442 -1.2376 1.9099
H -4.8630 -0.0256 1.7182
H -4.8106 -0.8362 3.1692
H -3.6452 2.5670 3.8807
H -5.0009 1.5284 3.7327
H -4.5652 0.0006 5.3713
H -4.5487 1.6558 6.0910
H -2.6068 0.1977 6.8903
H -2.2037 1.6554 6.1421
H -0.4098 -0.6090 6.4487
H 0.3469 -0.7427 4.9447
H -0.1188 0.8884 5.5269
H -2.0991 -1.9672 6.0470
H -3.3943 -1.8178 4.7418
H -1.6845 -2.4572 4.5801
H -2.4464 1.1007 0.8622
H -2.4816 2.5071 1.9173
H -3.9318 1.8491 1.1356
H -1.8058 -1.1313 2.3079
C 0.4335 5.0577 1.3173
C 1.6198 4.0797 1.1904
C 2.9122 4.9531 1.1471
C 3.2448 5.4318 2.5464
C 3.4243 4.2369 3.4195
C 2.1540 3.3541 3.5851
N 1.5219 3.0977 2.2894
O 0.4338 2.2331 2.2117
C 2.4762 1.9439 4.1007
C 1.2584 4.0604 4.6246
C 1.6444 3.3591 -0.1732
H 0.4670 5.4943 2.3141
H -0.5445 4.5736 1.2531
H 0.4708 5.7544 0.4806
H 3.7764 4.3665 0.8312
H 2.8075 5.8116 0.4848
H 2.5971 6.2140 2.9408
H 4.2419 5.8607 2.4135
H 3.7308 4.6305 4.3900
H 4.1980 3.5592 3.0515
H 3.2440 1.5110 3.4526
H 2.9400 2.0152 5.0865
H 1.6401 1.2457 4.1223
H 1.5381 4.0542 5.6788
H 0.9895 5.0743 4.3256
H 0.2699 3.5980 4.7364
H 2.6198 2.9054 -0.3556
H 1.3758 3.9332 -1.0614
H 0.9209 2.5415 -0.2459
H -0.3781 2.6999 2.4563
C 0.1281 -1.8749 -3.9070
C 0.1879 -0.4948 -4.6523
C -1.0184 -0.5689 -5.6096
C -1.5648 0.7711 -6.1962
C -1.9112 1.7582 -5.0915
C -0.7211 1.9546 -4.0908
N -0.1557 0.5975 -3.7311
O 0.7319 0.6345 -2.6793
C 0.3582 2.9231 -4.5919
C -1.2915 2.5445 -2.8018
C 1.4830 -0.3676 -5.4723
H -0.7620 -2.1185 -3.3316
H 0.9527 -1.8247 -3.1931
H 0.3485 -2.6801 -4.6085
H -0.6989 -1.1844 -6.4531
H -1.9030 -0.9959 -5.1352
H -2.4168 0.7303 -6.8759
H -0.7791 1.2053 -6.8219
H -2.7835 1.4486 -4.5155
H -2.1395 2.6502 -5.6779
H 1.1766 3.0656 -3.8873
H 0.6648 2.4411 -5.5211
H -0.0830 3.9090 -4.7407
H -1.9149 3.4118 -3.0331
H -1.9872 1.9720 -2.1831
H -0.4958 2.8447 -2.1187
H 1.7914 -1.3172 -5.9125
H 2.3679 -0.0081 -4.9390
H 1.4855 0.3579 -6.2891
H 0.2603 0.3968 -1.8608
C 4.7726 0.5933 1.1613
C 4.8293 -0.4219 0.0005
C 5.8284 -1.5081 0.4326
C 5.7247 -2.8121 -0.3129
C 4.2678 -3.2581 -0.3033
C 3.2680 -2.2514 -0.9050
N 3.4316 -0.9906 -0.1542
O 2.5819 0.0496 -0.5525
C 3.4460 -2.1024 -2.4675
C 1.9154 -2.8345 -0.4997
C 5.4514 0.2451 -1.2632
H 4.0839 1.3992 0.9027
H 5.7801 0.9539 1.3640
H 4.4004 0.1360 2.0809
H 6.8562 -1.1622 0.2920
H 5.8201 -1.6282 1.5185
H 6.4386 -3.5006 0.1515
H 6.2286 -2.9274 -1.2785
H 4.1859 -3.4942 0.7584
H 4.2854 -4.1608 -0.9160
H 3.2941 -1.1360 -2.9467
H 4.4963 -2.2975 -2.6989
H 2.9370 -2.9311 -2.9565
H 1.1229 -2.1909 -0.8970
H 1.7033 -3.7769 -1.0048
H 1.6987 -2.9692 0.5625
H 6.2659 0.9172 -0.9902
H 4.7565 0.8824 -1.8106
H 5.9480 -0.5549 -1.8108
H 2.7090 0.1378 -1.5126
C -3.2955 -5.0130 0.1415
C -2.4163 -4.3806 -0.9924
C -2.7969 -5.0419 -2.3746
C -4.0756 -4.3624 -2.9259
C -3.9476 -2.8578 -3.0019
C -3.6677 -2.2409 -1.6197
N -2.5478 -2.9419 -1.0191
O -2.0573 -2.2816 0.1183
C -3.1068 -0.8336 -1.9899
C -4.9831 -2.1890 -0.8329
C -0.9221 -4.7233 -0.7812
H -2.8016 -5.9285 0.4690
H -4.3357 -5.1466 -0.1464
H -3.2056 -4.3320 0.9900
H -2.0479 -4.9270 -3.1599
H -2.9961 -6.1017 -2.2195
H -4.9332 -4.6534 -2.3128
H -4.2811 -4.8622 -3.8751
H -4.7987 -2.3916 -3.5006
H -3.1517 -2.7145 -3.7394
H -3.5549 -0.3534 -2.8598
H -3.0530 -0.1368 -1.1506
H -2.0668 -0.9396 -2.2988
H -4.7225 -1.8069 0.1600
H -5.7255 -1.5044 -1.2400
H -5.4402 -3.1205 -0.4964
H -0.6033 -4.3344 0.1880
H -0.3389 -4.1700 -1.5181
H -0.6921 -5.7844 -0.8650
H -1.6353 -1.5110 -0.2932
*
```

Values from the calculation:
Molecular weight ... 814.3 g mol⁻¹
Highest occupied orbital energy ... -9.6 eV
E_LUMO ... -0.237 Eh
Maximum force ... 4.31 eV Å⁻¹
Gap between HOMO and LUMO ... 3.17 eV
Electronic energy ... -68996.0742 eV
Relative energy (zero: lowest compared OMol25 entry of this formula, charge and spin) ... 0.0 kJ/mol



No. 6
Formula: C39H60GaI2O17S2
Source: OMol25
Level of theory: ωB97M-V/def2-TZVPD

ORCA input file:
```
! wB97M-V def2-TZVPD RIJCOSX def2/J DEFGRID3
* xyz -1 1
C -0.5777 2.5643 4.4438
C -0.6022 2.7382 3.2330
Ga -1.1044 3.0846 1.2676
C -3.1025 2.8170 0.9162
C -3.9813 2.5813 2.2340
C -4.3197 1.0311 2.4215
S -3.7852 0.3465 4.0355
O -4.6167 -0.8329 4.3392
O -4.0719 1.3653 5.0542
O -2.2363 -0.1651 4.0730
C -0.7054 5.0759 0.8870
S -1.9180 6.2062 1.7163
C -0.8406 7.3204 2.7537
C -0.5110 6.4967 4.0902
C 0.1402 2.0142 -0.0105
I 1.9519 2.9906 -0.7610
C -0.1325 0.7159 -0.3869
C -1.3941 -0.0133 0.1779
I 1.1978 -0.3420 -1.7769
H -0.5994 2.6943 5.5493
H -3.3056 1.9778 0.1798
H -3.5280 3.7456 0.4219
H -4.9852 3.1064 2.1608
H -3.4897 3.0220 3.1502
H -3.8783 0.4541 1.5602
H -5.4349 0.8551 2.3568
H -1.6658 0.3190 3.4324
H 0.3397 5.3659 1.1803
H -0.7662 5.2379 -0.2356
H 0.1181 7.5930 2.2288
H -1.3621 8.2957 2.9894
H -1.4840 6.0757 4.4588
H -0.0899 7.2027 4.8536
H 0.2133 5.6759 3.8500
H -1.2080 -1.1181 0.2114
H -1.5557 0.3207 1.2437
H -2.3178 0.1397 -0.4461
O -1.7619 -2.0093 -1.8778
C -2.2487 -3.0649 -1.5894
O -2.2381 -3.5840 -0.3307
C -2.8031 -4.9019 -0.3509
C -3.6622 -4.9492 -1.5977
C -2.9122 -4.0282 -2.5438
H -1.9866 -5.6301 -0.3796
H -3.3873 -5.0632 0.5553
H -3.8021 -5.9560 -1.9851
H -4.6433 -4.5329 -1.3850
H -2.1407 -4.5597 -3.1056
H -3.5881 -3.5070 -3.2192
O -6.1006 -5.8508 -2.1861
C -6.5846 -6.9044 -1.8830
O -6.5672 -7.4082 -0.6202
C -7.1297 -8.7275 -0.6218
C -7.9943 -8.7906 -1.8638
C -7.2506 -7.8792 -2.8236
H -6.3130 -9.4543 -0.6463
H -7.7089 -8.8789 0.2889
H -8.1349 -9.8045 -2.2395
H -8.9811 -8.3712 -1.6502
H -6.4812 -8.4160 -3.3826
H -7.9301 -7.3665 -3.5018
O -8.3521 5.3756 3.9613
C -7.9415 4.4562 4.6157
O -7.1679 4.6016 5.7207
C -6.7631 3.3064 6.1975
C -7.7839 2.3399 5.6394
C -8.1589 2.9909 4.3205
H -5.7542 3.0997 5.8324
H -6.7514 3.3052 7.2877
H -7.4020 1.3237 5.5365
H -8.6604 2.3057 6.2937
H -7.4904 2.6884 3.5116
H -9.1964 2.7952 4.0549
O -1.9364 8.5658 5.4918
C -2.5617 9.5744 5.3419
O -2.0452 10.8237 5.5216
C -3.0855 11.7976 5.3684
C -4.1567 11.1123 4.5447
C -4.0232 9.6633 4.9778
H -3.4441 12.0834 6.3616
H -2.6876 12.6816 4.8693
H -5.1525 11.5282 4.7017
H -3.9191 11.2004 3.4811
H -4.6237 9.4451 5.8632
H -4.2676 8.9763 4.1696
O 3.3987 -1.3129 -6.4358
C 4.0990 -1.4300 -5.4686
O 3.6536 -1.3009 -4.1891
C 4.7655 -1.3892 -3.2850
C 5.8423 -2.1260 -4.0517
C 5.5864 -1.6904 -5.4756
H 5.0701 -0.3763 -3.0083
H 4.4643 -1.9246 -2.3845
H 6.8498 -1.9033 -3.7023
H 5.6856 -3.2058 -3.9635
H 6.1101 -0.7637 -5.7163
H 5.8424 -2.4725 -6.1877
O 8.7916 -1.3536 -6.0993
C 9.4908 -1.4694 -5.1292
O 9.0456 -1.3374 -3.8445
C 10.1603 -1.4285 -2.9436
C 11.2339 -2.1674 -3.7126
C 10.9765 -1.7320 -5.1393
H 10.4688 -0.4164 -2.6672
H 9.8596 -1.9638 -2.0428
H 12.2421 -1.9458 -3.3625
H 11.0767 -3.2442 -3.6252
H 11.5000 -0.8050 -5.3833
H 11.2307 -2.5155 -5.8498
O 12.3250 -4.6089 -5.3039
C 11.8361 -5.6651 -5.0120
O 11.8420 -6.1775 -3.7538
C 11.2764 -7.4965 -3.7700
C 10.4223 -7.5480 -5.0194
C 11.1763 -6.6308 -5.9656
H 12.0918 -8.2246 -3.7929
H 10.6892 -7.6536 -2.8654
H 10.2828 -8.5585 -5.4041
H 9.4347 -7.1282 -4.8111
H 11.9493 -7.1646 -6.5221
H 10.5034 -6.1114 -6.6456
*
```

Values from the calculation:
Molecular weight ... 1188.6 g mol⁻¹
Highest occupied orbital energy ... -4.4 eV
E_LUMO ... 0.050 Eh
Maximum force ... 4.25 eV Å⁻¹
Gap between HOMO and LUMO ... 5.77 eV
Electronic energy ... -166470.3289 eV
Relative energy (zero: lowest compared OMol25 entry of this formula, charge and spin) ... 209.4 kJ/mol